C32H41F6N9O3PS3Ti as an isolated structure. Source: the OMol25 dataset; level of theory: ωB97M-V with the def2-TZVPD basis set.

Properties
**Net charge**: +1
**LUMO energy**: -4.2 eV
**HOMO**: -9.3532 eV

Last column: Mulliken charge in e.
CARTESIAN COORDINATES (ANGSTROEM)
Ti1 0.72 -0.31 1.76  -0.787
C1 2.04 1.74 5.37  -1.257
C2 2.06 3.09 5.01  -0.379
C3 2.02 3.40 3.68  -0.793
C4 1.95 2.39 2.71  0.197
N1 1.80 1.08 3.07  0.863
C5 1.90 0.80 4.39  -0.034
N2 2.18 2.80 1.42  -0.315
C6 2.23 1.96 0.45  -0.683
N3 1.87 0.62 0.50  1.015
C7 2.27 0.02 -0.66  -0.042
N4 2.30 -1.26 -0.88  -0.368
C8 2.35 -2.12 0.18  0.920
C9 2.64 -3.46 -0.09  -0.836
C10 3.09 -4.27 0.92  -0.513
C11 3.28 -3.73 2.19  -0.793
C12 2.84 -2.45 2.42  -0.384
N5 2.31 -1.67 1.47  0.862
C13 2.86 1.02 -1.55  0.316
C14 3.43 0.90 -2.81  -0.431
C15 4.07 2.02 -3.32  -0.845
C16 4.15 3.20 -2.59  -0.875
C17 3.57 3.31 -1.33  -0.481
C18 2.89 2.22 -0.84  0.427
H1 2.12 1.43 6.40  0.462
H2 2.14 3.86 5.76  0.466
H3 2.09 4.42 3.32  0.523
H4 1.83 -0.24 4.66  0.406
H5 2.56 -3.81 -1.11  0.544
H6 3.33 -5.31 0.73  0.479
H7 3.70 -4.31 3.00  0.473
H8 2.89 -2.03 3.42  0.273
H9 3.39 -0.03 -3.35  0.618
H10 4.53 1.97 -4.30  0.442
H11 4.69 4.05 -3.00  0.450
H12 3.64 4.22 -0.75  0.653
C19 -1.79 -2.68 3.75  -1.140
S1 -0.21 -2.51 2.97  1.419
O1 0.51 -3.69 3.30  -0.660
O2 -0.30 -2.25 1.51  -0.720
O3 0.42 -1.24 3.46  -0.427
H13 -2.29 -3.54 3.30  0.423
H14 -2.38 -1.77 3.67  0.223
H15 -1.55 -2.89 4.79  0.487
F1 -1.70 -0.20 2.30  -0.111
P1 -1.89 1.42 2.63  1.485
F2 -2.80 1.54 1.32  -0.480
F3 -0.87 1.22 3.85  -0.446
F4 -0.51 1.61 1.63  -0.108
F5 -3.13 1.10 3.55  -0.377
F6 -1.93 2.98 2.86  -0.292
C20 -4.11 -0.72 -2.61  -0.805
C21 -4.97 -0.86 -1.36  -0.355
C22 -4.66 -2.10 -0.51  -0.976
C23 -3.27 -2.08 0.13  0.222
N6 -2.22 -2.52 -0.78  0.340
C24 -1.07 -1.90 -1.03  -0.294
S2 -0.72 -0.29 -0.50  0.236
N7 -0.20 -2.47 -1.84  0.170
C25 -0.38 -3.71 -2.58  -1.674
C26 -1.33 -3.56 -3.77  -0.244
C27 -0.90 -2.48 -4.76  -0.177
C28 0.44 -2.77 -5.44  -1.322
H16 -4.50 0.08 -3.25  0.450
H17 -4.12 -1.64 -3.20  0.203
H18 -3.08 -0.46 -2.37  0.111
H19 -6.02 -0.91 -1.65  0.418
H20 -4.85 0.03 -0.73  0.141
H21 -4.77 -3.01 -1.12  0.356
H22 -5.39 -2.17 0.29  0.408
H23 -3.25 -2.72 1.01  -0.031
H24 -3.03 -1.06 0.44  -0.245
H25 -2.34 -3.44 -1.17  0.388
H26 0.65 -1.94 -1.98  0.453
H27 -0.73 -4.50 -1.90  0.410
H28 0.61 -4.01 -2.94  0.600
H29 -2.34 -3.33 -3.41  0.009
H30 -1.38 -4.53 -4.28  0.540
H31 -0.85 -1.52 -4.24  0.067
H32 -1.68 -2.39 -5.52  0.469
H33 1.27 -2.72 -4.73  0.250
H34 0.63 -2.04 -6.22  0.406
H35 0.43 -3.76 -5.89  0.304
C29 0.95 5.86 -0.69  -0.871
N8 -0.36 5.35 -0.36  0.156
C30 -1.35 6.04 0.31  -0.383
C31 -2.39 5.20 0.48  -0.621
N9 -2.02 4.00 -0.09  0.231
C32 -0.77 4.08 -0.60  -0.022
S3 0.07 2.85 -1.38  -0.196
H36 0.86 6.90 -1.01  0.426
H37 1.35 5.26 -1.51  0.320
H38 1.62 5.79 0.16  0.194
H39 -1.24 7.07 0.61  0.483
H40 -3.34 5.34 0.95  0.438
H41 -2.55 3.15 -0.08  0.166

C40H54Ge2O3OsTe as an isolated structure. Source: the OMol25 dataset; level of theory: ωB97M-V with the def2-TZVPD basis set.

Properties
**Relative energy (zero: lowest compared OMol25 entry of this formula, charge and spin)**: 0.0 kcal per mole
**Net charge**: +1
**LUMO energy (spin up / spin down)**: -2.9 / -4.8 eV
**Spin multiplicity**: 2
**HOMO (spin up / spin down)**: -10.7611 / -10.7789 eV

Last column: Mulliken charge in e.
CARTESIAN COORDINATES (ANGSTROEM)
Os1 0.36 -0.12 0.86  2.962
C1 -1.96 1.60 3.12  -1.120
C2 -0.48 1.91 3.31  1.283
C3 -0.15 2.01 4.80  -2.112
C4 -0.11 3.20 2.61  -1.337
O1 0.33 0.84 2.76  -0.062
Ge1 0.97 -0.78 3.66  -0.584
O2 -0.12 -1.57 2.22  0.158
C5 -1.30 -2.43 2.34  1.460
C6 -2.42 -1.89 1.47  -1.597
C7 -1.72 -2.46 3.80  -2.004
C8 -0.88 -3.82 1.88  -1.377
O3 2.15 -0.82 2.21  -0.859
C9 3.59 -0.80 2.31  1.243
C10 4.01 -1.35 3.67  -1.946
C11 4.15 -1.67 1.20  -1.458
C12 4.08 0.63 2.15  -1.453
H1 -2.57 2.38 3.57  0.604
H2 -2.20 1.55 2.05  -0.047
H3 -2.22 0.65 3.58  0.058
H4 -0.65 2.87 5.23  0.465
H5 -0.47 1.12 5.34  0.432
H6 0.93 2.14 4.94  0.393
H7 -0.73 4.02 2.98  0.540
H8 0.93 3.45 2.77  0.381
H9 -0.29 3.12 1.53  0.089
H10 -2.66 -0.86 1.73  0.166
H11 -2.13 -1.93 0.42  0.167
H12 -3.31 -2.50 1.60  0.595
H13 -1.98 -1.47 4.17  0.319
H14 -2.60 -3.10 3.91  0.498
H15 -0.93 -2.87 4.44  0.472
H16 -0.60 -3.81 0.83  0.192
H17 -0.04 -4.18 2.48  0.311
H18 -1.71 -4.52 2.00  0.470
H19 3.60 -2.35 3.82  0.398
H20 5.10 -1.42 3.72  0.491
H21 3.69 -0.70 4.48  0.477
H22 3.74 -2.68 1.26  0.327
H23 3.90 -1.26 0.22  0.247
H24 5.23 -1.73 1.27  0.445
H25 3.60 1.29 2.88  0.286
H26 5.16 0.69 2.29  0.570
H27 3.85 1.00 1.15  0.120
C13 -2.57 -6.29 -3.65  -1.591
C14 -1.76 -5.22 -2.98  0.544
C15 -2.16 -3.89 -2.99  -1.111
C16 -1.41 -2.89 -2.39  0.710
C17 -1.90 -1.48 -2.50  -0.286
C18 -0.22 -3.24 -1.74  0.134
Te1 1.15 -1.90 -0.85  0.332
C19 0.21 -4.58 -1.71  1.140
C20 1.48 -5.04 -1.03  -1.787
C21 -0.57 -5.54 -2.33  -1.037
H28 -3.51 -5.89 -4.03  0.356
H29 -2.81 -7.10 -2.95  0.367
H30 -2.02 -6.73 -4.48  0.345
H31 -3.08 -3.62 -3.50  0.342
H32 -2.81 -1.43 -3.09  0.501
H33 -1.15 -0.84 -2.98  -0.271
H34 -2.11 -1.06 -1.51  -0.181
H35 1.57 -4.66 -0.01  0.263
H36 2.37 -4.72 -1.58  0.376
H37 1.49 -6.13 -0.98  0.422
H38 -0.25 -6.58 -2.29  0.417
C22 -0.83 0.77 -0.14  -0.342
Ge2 -0.22 2.32 -1.33  0.744
C23 1.44 3.24 -0.93  0.382
C24 2.32 2.89 0.08  0.285
C25 3.51 3.59 0.27  -0.775
C26 3.81 4.66 -0.56  -0.658
C27 2.94 5.02 -1.58  -0.842
C28 1.76 4.31 -1.76  -0.160
C29 -1.75 3.50 -1.10  0.408
C30 -1.58 4.78 -0.58  -0.183
C31 -2.68 5.61 -0.37  -0.756
C32 -3.96 5.15 -0.68  -0.577
C33 -4.14 3.88 -1.19  -0.948
C34 -3.04 3.06 -1.40  -0.193
C35 -0.11 1.57 -3.12  -0.152
C36 0.99 0.77 -3.44  -0.632
C37 1.09 0.17 -4.68  -0.807
C38 0.10 0.38 -5.63  -0.615
C39 -0.98 1.20 -5.34  -0.716
C40 -1.08 1.80 -4.09  -0.257
H39 -1.91 0.73 -0.25  0.920
H40 2.09 2.06 0.75  -0.031
H41 4.19 3.31 1.06  0.432
H42 4.73 5.22 -0.41  0.409
H43 3.17 5.85 -2.23  0.429
H44 1.10 4.59 -2.57  0.518
H45 -0.59 5.15 -0.33  0.368
H46 -2.54 6.60 0.04  0.426
H47 -4.81 5.80 -0.51  0.400
H48 -5.13 3.52 -1.43  0.438
H49 -3.20 2.06 -1.80  0.315
H50 1.78 0.62 -2.71  0.779
H51 1.94 -0.46 -4.92  0.447
H52 0.17 -0.09 -6.61  0.423
H53 -1.74 1.39 -6.09  0.448
H54 -1.92 2.44 -3.87  0.424

A 2-piece molecular cluster, H4N3O overall. Source: the OMol25 dataset; level of theory: ωB97M-V with the def2-TZVPD basis set.

Properties
**Relative energy (zero: lowest compared OMol25 entry of this formula, charge and spin)**: 81.3 kcal per mole
**Net charge**: -1
**LUMO energy**: 4.5 eV
**HOMO**: -0.6263 eV

Last column: natural (NBO) charge in e.
CARTESIAN COORDINATES (ANGSTROEM)
N1 -0.23 1.31 -2.04  -0.309
N2 -0.29 0.19 -2.54  -0.330
N3 0.30 0.11 1.72  -0.924
O1 -0.28 -1.20 2.06  -0.715
H1 -0.72 -1.41 1.29  0.425
H2 0.08 1.19 -1.07  0.328
H3 0.17 -0.52 -1.92  0.284
H4 0.96 0.33 2.50  0.241

C33H40LaN10OSTe as an isolated structure. Source: the OMol25 dataset; level of theory: ωB97M-V with the def2-TZVPD basis set.

Properties
**Relative energy (zero: lowest compared OMol25 entry of this formula, charge and spin)**: 6.4 kcal per mole
**Net charge**: -1
**LUMO energy**: 2.2 eV
**HOMO**: -2.8598 eV

Last column: Mulliken charge in e.
CARTESIAN COORDINATES (ANGSTROEM)
La1 0.78 -0.38 0.56  1.644
O1 0.31 -3.66 3.72  -0.816
C1 0.69 -3.05 2.71  -0.059
N1 0.92 -1.80 2.57  0.217
C2 0.54 -1.04 3.72  -1.770
C3 -0.94 -0.68 3.71  1.496
C4 -1.59 -0.37 4.93  -1.138
C5 -2.95 -0.26 4.92  -0.383
C6 -3.66 -0.34 3.70  -0.751
C7 -2.90 -0.51 2.57  -0.482
N2 -1.58 -0.69 2.51  0.331
C8 0.75 -3.86 1.41  0.471
C9 0.90 -5.29 1.55  -0.592
C10 0.83 -6.12 0.43  -0.663
C11 0.45 -5.51 -0.76  -0.690
C12 0.27 -4.17 -0.80  -0.721
N3 0.43 -3.34 0.27  0.237
H1 1.09 -0.09 3.76  0.153
H2 0.83 -1.57 4.64  0.473
H3 -1.03 -0.33 5.86  0.447
H4 -3.54 -0.05 5.82  0.307
H5 -4.71 -0.23 3.62  0.463
H6 -3.34 -0.48 1.62  0.465
H7 1.08 -5.65 2.56  0.452
H8 0.92 -7.21 0.46  0.395
H9 0.29 -6.16 -1.57  0.474
H10 -0.13 -3.67 -1.65  0.835
S1 4.23 -3.94 -1.05  -0.351
C13 4.50 -3.45 0.56  -0.477
C14 3.73 -2.35 0.89  -0.282
C15 2.94 -1.78 -0.17  -1.007
C16 3.15 -2.59 -1.28  1.155
C17 2.26 -2.61 -2.39  -0.404
C18 2.19 -3.58 -3.42  -1.069
C19 1.10 -3.66 -4.29  -0.645
C20 0.11 -2.66 -4.15  -1.096
C21 0.32 -1.67 -3.20  -0.204
N4 1.28 -1.61 -2.33  1.222
H11 5.05 -4.06 1.27  0.428
H12 3.75 -1.88 1.86  0.399
H13 2.99 -4.27 -3.47  0.509
H14 1.02 -4.46 -5.02  0.404
H15 -0.72 -2.66 -4.85  0.463
H16 -0.48 -0.94 -2.98  0.407
C22 2.26 1.60 -1.79  -0.361
N5 1.16 1.68 -2.80  0.510
C23 1.40 1.36 -4.22  -0.467
C24 -0.05 1.20 -4.73  -0.618
N6 -0.97 1.36 -3.58  0.134
C25 -1.91 2.48 -3.73  -1.101
C26 -0.16 1.38 -2.47  -0.956
N7 -0.58 1.27 -1.27  1.154
C27 -2.01 1.05 -0.96  -1.173
C28 -2.70 2.25 -0.26  -1.685
N8 -2.31 2.46 1.08  -0.222
C29 -1.50 3.41 1.44  0.127
N9 -0.91 4.47 0.63  0.100
C30 -0.13 4.11 -0.50  -0.054
C31 -0.18 5.31 1.58  -0.631
C32 -0.60 4.92 2.98  -0.686
N10 -1.29 3.70 2.77  0.420
C33 -1.73 2.85 3.84  -0.652
H17 3.04 2.26 -2.17  0.385
H18 2.68 0.58 -1.70  0.075
H19 1.91 2.00 -0.78  -0.565
H20 1.96 0.44 -4.23  0.249
H21 1.97 2.21 -4.72  0.318
H22 -0.10 0.18 -5.15  0.187
H23 -0.41 1.86 -5.57  0.480
H24 -1.33 3.36 -4.06  0.504
H25 -2.40 2.77 -2.81  0.290
H26 -2.70 2.20 -4.43  0.297
H27 -2.09 0.17 -0.32  0.716
H28 -2.55 0.86 -1.87  0.360
H29 -3.79 2.09 -0.27  0.293
H30 -2.50 3.13 -0.86  0.537
H31 -0.51 3.40 -1.20  -0.560
H32 0.75 3.59 -0.10  0.069
H33 0.23 5.07 -0.97  0.384
H34 -0.43 6.35 1.42  0.304
H35 0.87 5.17 1.50  0.373
H36 -1.31 5.66 3.39  0.270
H37 0.21 4.75 3.67  0.463
H38 -0.94 2.62 4.54  0.358
H39 -2.21 1.93 3.48  -0.088
H40 -2.49 3.32 4.46  0.328
Te1 2.19 1.85 1.93  -1.113

Per-record max |F|, eV Å⁻¹: 1.8; 0.6; 3.1; 3.5